(1)
The following is a DFT calculation (wB97M-V/def2-TZVPD) of an isolated molecule of C5H13N at a distorted geometry.

Structure (XYZ):
```
19
Properties=species:S:1:pos:R:3:mulliken_charge:R:1
N 0.3533 1.3084 -1.1808 -0.332
H 0.9214 0.6068 0.7016 0.342
H -0.8306 0.6201 0.4306 0.270
H -0.4272 1.2261 -1.8205 0.241
H -0.4264 3.2840 -0.7057 0.308
H -0.6128 -1.2202 -1.1738 0.287
C 0.4911 2.7113 -0.8711 -0.858
H -1.9883 -1.2789 1.1594 0.301
C 0.0395 -1.9718 0.7410 -0.265
H 1.0732 3.2759 -1.5904 0.301
H -0.1508 -2.9738 0.3601 0.296
C 0.1416 0.4414 -0.0401 -0.520
C -1.0882 -1.6283 1.6874 -1.208
H 1.1193 -1.2514 -0.9667 0.283
H 0.9780 2.8684 0.0967 0.288
H -1.5105 -2.4709 2.2408 0.347
H 0.9819 -1.9577 1.2924 0.273
C 0.1898 -1.0293 -0.4457 -0.655
H -0.8392 -0.8757 2.4293 0.299
```

ΔE to the lowest compared entry with this formula, charge and spin = 16.1 kcal per mole
structure (SMILES) = CCCCNC
spin multiplicity = 1
gap between HOMO and LUMO = 9.866 eV

---

(2)
The following is a DFT calculation (wB97M-V/def2-TZVPD) of C5H13N as an isolated structure at a distorted geometry.

Structure (XYZ):
```
19
Properties=species:S:1:pos:R:3:lowdin_spin:R:1
N -0.5373 -0.4827 -0.3019 0.004
H 1.9402 -2.0189 -0.0688 0.017
C 1.6574 -0.2334 1.0673 0.024
C -0.0295 0.6244 0.8969 0.052
H 2.1715 0.1917 0.2098 0.001
H 1.5322 -2.3489 1.7959 0.017
H -1.3917 0.4831 -3.0141 0.000
H -2.3268 0.3325 -1.5189 0.002
H -3.1442 -0.1854 -3.0313 0.001
C 1.6107 -1.6651 0.9099 0.463
H 0.0286 -1.2316 0.1328 0.016
H 1.9339 0.1896 2.1016 -0.005
H -0.6299 2.4096 1.4591 0.022
H -1.7989 -1.2275 -2.5798 0.000
C -2.1213 -0.1265 -2.5580 0.002
H -0.3585 0.1366 -1.0889 -0.001
C -0.0721 2.0282 0.6949 0.376
H -0.5688 0.1614 1.8225 -0.005
H 0.1025 2.7213 -0.1726 0.014
```

ΔE to the lowest compared entry with this formula, charge and spin = 145.9 kcal per mole
net charge = +1
spin multiplicity = 2
gap between HOMO and LUMO (spin up / spin down) = 7.150 / 6.864 eV

---

(3)
The following is a DFT calculation (wB97M-V/def2-TZVPD) of an isolated molecule of C5H13N2 at a distorted geometry.

Structure (XYZ):
```
20
Properties=species:S:1:pos:R:3:lowdin_spin:R:1
C 1.1318 0.5713 0.0243 0.051
H -0.2576 -1.5237 -1.5336 0.000
H 0.4014 1.4610 1.6669 0.022
H 0.5000 -1.0146 1.4090 0.000
C -0.5643 -1.1974 -0.5420 0.002
H -1.9991 -2.8214 -0.6663 0.000
H -2.3433 -0.3490 -0.0094 0.000
H 1.9948 3.5707 0.6700 0.140
N 1.2273 3.0006 0.2667 0.267
H -1.8649 0.1109 -1.5363 0.004
C -1.1701 -2.5129 -0.0357 0.001
H -1.5477 -2.5061 0.9917 0.000
H 0.3560 3.5830 0.3331 0.164
C 0.6162 -0.7970 0.3547 0.003
H 1.6852 0.6136 -0.9034 0.027
H 1.4714 -1.4550 0.1264 0.000
H -0.4228 -3.3063 0.0342 0.000
H 1.3971 3.0407 -0.7932 0.180
N -1.5618 -0.1340 -0.6078 0.005
C 0.9505 1.6658 0.7510 0.135
```

ΔE to the lowest compared entry with this formula, charge and spin = 57.3 kcal per mole
spin multiplicity = 2
gap between HOMO and LUMO (spin up / spin down) = 4.502 / 10.370 eV

---

(4)
The following is a DFT calculation (wB97M-V/def2-TZVPD) of an isolated ion of composition C5H13N2 and charge +1 at a distorted geometry.

Structure (XYZ):
```
20
Properties=species:S:1:pos:R:3:mulliken_charge:R:1
H -1.9934 0.4608 -0.3977 0.332
C -1.3003 1.0673 0.1911 -0.765
H -1.1755 2.6080 -1.1001 0.231
H 0.4628 0.5577 -1.0407 0.488
H -0.8924 -1.2951 0.8856 0.305
H -0.7692 -2.2407 -1.3391 0.319
H 1.2566 -3.7242 -1.6503 0.308
N -1.2085 2.4998 -0.0912 -0.556
H 2.0613 -2.6343 -0.4312 0.169
N 1.0323 1.2192 0.8078 -0.327
H 0.8921 1.0045 1.8105 0.367
H 2.0123 1.0519 0.6126 0.337
H -2.0407 3.0161 0.2050 0.262
H 0.9520 -1.1728 0.9524 0.378
C 1.1670 -2.8657 -1.0109 -0.793
H 0.8116 2.2279 0.7643 0.403
H -1.5061 0.9538 1.2577 0.444
C 0.1323 -2.0714 -0.7547 -0.117
C 0.0367 -1.0822 0.3601 -0.825
C 0.0691 0.4193 -0.0311 0.040
```

ΔE to the lowest compared entry with this formula, charge and spin = 44.6 kcal per mole
structure (SMILES) = C=CC[C@H]([NH3+])CN
net charge = +1
spin multiplicity = 1
gap between HOMO and LUMO = 10.165 eV

---

(5)
The following is a DFT calculation (wB97M-V/def2-TZVPD) of an isolated ion of composition C5H13N2 and charge +1 at a distorted geometry.

Structure (XYZ):
```
20
Properties=species:S:1:pos:R:3:mulliken_charge:R:1
C -0.1777 1.9157 0.4887 -0.752
C 0.4348 -0.3539 -0.3148 0.238
H 2.2302 0.8726 -0.1444 0.375
H 0.5484 1.8073 1.2935 0.317
C 1.6890 0.2928 -0.8858 -1.593
H 1.4408 -1.9563 0.7038 0.408
C -2.4858 -0.7178 -0.3914 -0.717
H 1.2139 -0.5292 1.7069 0.325
C 0.7474 -1.1584 0.9534 -1.151
H 1.4572 0.9226 -1.7412 0.450
N -0.6000 0.6248 0.0217 1.053
H -3.2500 -0.4092 -1.1119 0.303
H -1.0481 2.4651 0.8434 0.323
H 0.0196 -1.0273 -1.0712 0.287
H -3.0586 -1.0437 0.4838 0.328
H -1.8957 -1.5501 -0.7782 0.352
N -1.8152 0.4445 -0.0056 -0.696
H 0.2930 2.4760 -0.3196 0.350
H -0.1478 -1.6074 1.3772 0.383
H 2.3532 -0.4957 -1.2308 0.418
```

ΔE to the lowest compared entry with this formula, charge and spin = 63.7 kcal per mole
structure (SMILES) = C/N=[N+](/C)C(C)C
net charge = +1
spin multiplicity = 1
gap between HOMO and LUMO = 10.750 eV

---

(6)
The following is a DFT calculation (wB97M-V/def2-TZVPD) of a 2-piece molecular cluster, C5H13N2 overall at a distorted geometry.

Structure (XYZ):
```
20
Properties=species:S:1:pos:R:3:mulliken_charge:R:1
H 0.8339 -2.8014 0.3198 0.355
H 0.9448 -1.8840 -1.1915 0.365
H -3.5976 0.7330 0.5163 0.235
C -1.5990 0.7762 -0.0039 -0.656
H 2.1294 -1.6294 0.1119 0.292
H 3.7289 1.9071 -0.1775 0.304
C -1.1211 -0.7081 0.0714 -0.434
N -2.9857 0.9623 -0.2524 -0.525
N 0.2674 -0.7714 0.4243 -0.105
H 0.8573 2.1619 0.3938 0.532
H -3.3201 0.5807 -1.1257 0.229
H -1.0367 1.2530 -0.8123 0.289
H 0.4259 -0.6234 1.4150 0.320
H -1.3588 1.2628 0.9440 0.318
C 1.7063 1.5934 0.1265 0.282
C 1.0809 -1.8264 -0.1134 -0.953
H 3.1739 0.2077 -0.4150 0.202
H -1.2652 -1.1858 -0.8983 0.357
H -1.7459 -1.2250 0.8100 0.278
C 2.8814 1.2168 -0.1429 -0.686
```

ΔE to the lowest compared entry with this formula, charge and spin = 130.5 kcal per mole
net charge = +1
spin multiplicity = 1
gap between HOMO and LUMO (spin up / spin down) = 6.267 / 5.814 eV

---

(7)
The following is a DFT calculation (wB97M-V/def2-TZVPD) of C5H13N2 as an isolated structure at a distorted geometry.

Structure (XYZ):
```
20
Properties=species:S:1:pos:R:3:mulliken_charge:R:1
C -1.4509 1.5890 0.1758 -0.815
H 2.9801 1.5226 0.1670 0.325
H -1.0285 -1.1286 -1.7012 0.337
H 0.9368 -2.1006 0.3771 0.437
H 0.1113 0.2842 -1.9918 0.394
H -0.4963 1.8659 -0.0737 0.365
H 2.1063 0.6687 -1.1193 0.232
C -0.0640 -1.8091 0.5821 -0.991
H -1.7681 -0.2540 1.1845 0.314
H -2.2760 1.9613 -0.5815 0.256
H -0.0383 -1.7119 1.7778 0.361
H 0.8261 -1.3811 -1.7649 0.350
C 2.0772 0.9882 -0.0592 -0.515
N -0.1714 -0.5127 -0.0132 0.329
H -1.5751 2.0459 1.1966 0.337
H 0.7719 0.5585 1.7701 0.430
N -1.3316 0.1193 0.3195 -0.545
H -0.8718 -2.4953 0.3457 0.374
C 1.2987 0.4920 0.8520 -0.063
C -0.0364 -0.7023 -1.4437 -0.912
```

ΔE to the lowest compared entry with this formula, charge and spin = 137.0 kcal per mole
net charge = +1
spin multiplicity = 1
gap between HOMO and LUMO = 9.789 eV

---

(8)
The following is a DFT calculation (wB97M-V/def2-TZVPD) of an isolated ion of composition C5H13N2 and charge +1 at a distorted geometry.

Structure (XYZ):
```
20
Properties=species:S:1:pos:R:3:mulliken_charge:R:1
H 2.0346 0.1652 2.7034 0.340
N 2.3591 -0.0846 1.7618 -0.230
N 0.8374 1.2015 -0.0535 -0.639
C 0.7482 -0.1609 -0.0442 0.773
H 0.6651 1.6368 0.8396 0.243
C 1.4229 -0.8783 0.9065 -0.799
C -0.1008 -0.8368 -1.0296 -0.853
H 3.1912 -0.6398 1.9151 0.367
H 0.4161 1.6764 -0.8369 0.264
H -2.1084 1.4981 -0.1978 0.304
H -0.0903 -0.4740 -2.0478 0.398
C -1.6036 -0.6098 -0.6126 -0.401
H 2.5445 0.8084 1.2973 0.382
H -2.1163 -1.3264 -1.2556 0.374
H -1.7939 -0.7987 0.4315 0.369
H 0.8968 -1.6511 1.4457 0.294
H -3.2041 0.5332 -1.3039 0.370
H -1.8361 1.0868 -1.9823 0.357
H -0.0797 -1.9151 -0.9469 0.328
C -2.1826 0.7691 -0.9899 -1.241
```

ΔE to the lowest compared entry with this formula, charge and spin = 56.4 kcal per mole
structure (SMILES) = CCC/C(N)=C/[NH3+]
net charge = +1
spin multiplicity = 1
gap between HOMO and LUMO = 9.634 eV

---

(9)
The following is a DFT calculation (wB97M-V/def2-TZVPD) of an isolated ion of composition C5H13N2 and charge +1 at a distorted geometry.

Structure (XYZ):
```
20
Properties=species:S:1:pos:R:3:mulliken_charge:R:1
H -0.5623 -2.7352 0.3912 0.206
H 0.3944 2.1440 0.3168 0.322
C 0.8375 -0.6893 1.0935 -0.598
C 1.0792 -0.5457 -0.3966 -0.720
C 0.1283 0.4123 -1.1511 -0.661
C -0.6253 -1.0433 1.4536 -0.661
H 0.3418 0.5137 -2.2116 0.513
H -2.0686 -2.2901 0.7657 0.250
H -0.6321 -1.4370 2.4746 0.391
H 0.8234 -1.4686 -0.9194 0.320
H 1.4678 -1.4898 1.4833 0.372
N -0.3252 2.7778 -1.3978 -0.234
H -0.6772 2.6274 -2.3262 0.266
H -1.1999 -0.1172 1.5909 0.312
H 2.1245 -0.3159 -0.5968 0.399
H 1.2137 0.2039 1.6027 0.283
N -1.1782 -1.9283 0.4330 -0.523
H -0.2434 3.6804 -0.9676 0.284
H -0.8580 -0.0799 -1.0268 0.407
C -0.0404 1.7808 -0.6113 0.073
```

ΔE to the lowest compared entry with this formula, charge and spin = 43.7 kcal per mole
structure (SMILES) = NCCCCC=[NH2+]
net charge = +1
spin multiplicity = 1
gap between HOMO and LUMO = 8.193 eV

---

(10)
The following is a DFT calculation (wB97M-V/def2-TZVPD) of an isolated ion of composition C5H13N2 and charge +1 at a distorted geometry.

Structure (XYZ):
```
20
Properties=species:S:1:pos:R:3:mulliken_charge:R:1
H 2.5602 -0.5716 -0.2670 0.352
H 1.7243 0.2240 1.6645 0.416
H -0.0979 0.1254 -1.5803 0.336
H 1.2463 -0.5304 -2.5149 0.403
H 0.5414 -1.6596 0.0658 0.364
H 2.3513 0.9737 -1.1144 0.369
H -1.1656 0.6808 2.5424 0.261
H -0.2483 2.0906 0.3431 0.435
H 1.3836 -2.4130 -1.1766 0.336
C 1.1791 0.5549 0.8043 -0.890
C 1.8139 0.1961 -0.5253 -0.649
H -2.8047 1.7588 0.6141 0.315
N 0.5638 -1.8572 -0.9496 -0.270
C 0.8130 -0.4675 -1.5205 -0.651
H -3.2703 0.3907 1.5536 0.332
H -2.5126 0.1181 -0.0088 0.214
C -2.4680 0.7408 0.8912 -0.809
C -0.0633 1.1286 0.8338 -0.027
N -1.1840 0.7221 1.5336 -0.182
H -0.3623 -2.2050 -1.1890 0.345
```

ΔE to the lowest compared entry with this formula, charge and spin = 89.7 kcal per mole
structure (SMILES) = CN/C=C/CC[NH3+]
net charge = +1
spin multiplicity = 1
gap between HOMO and LUMO = 8.081 eV

---

The following calculated total energy values (in eV) correspond, in order, to the records above: -6885.4981; -6871.4338; -8371.7956; -8368.8768; -8368.0461; -8365.1531; -8364.8707; -8368.3633; -8368.9153; -8366.9216.